{
  "formula": "C3H3ClN2O",
  "method": "ωB97M-V/def2-TZVPD",
  "smiles": "[H]/N=c1\\[nH]c(Cl)co1",
  "de_lowest_kcal_mol": 23.0,
  "elements": ["C", "Cl", "H", "N", "C", "O", "C", "N", "H", "H"],
  "xyz": [[-0.169, -0.392, 1.414], [-0.902, 2.317, 1.579], [0.276, 1.442, -1.032], [-0.165, 0.691, -0.519], [-0.445, 0.770, 0.852], [0.192, -1.290, 0.457], [0.165, -0.654, -0.748], [0.437, -1.377, -1.778], [-0.016, -0.681, 2.412], [0.626, -0.827, -2.638]],
  "forces_ev_per_a": [[-0.13, 0.33, -0.07], [0.42, -1.39, -0.62], [-0.27, -0.14, 0.09], [-0.38, -0.76, -0.16], [0.35, 2.06, 0.59], [-0.24, -0.04, -0.03], [1.02, -1.14, -1.90], [0.29, 1.73, 0.33], [-0.39, -0.29, 0.96], [-0.67, -0.36, 0.81]]
}

***

{
  "formula": "C9H11BrF6N6O6S2",
  "method": "ωB97M-V/def2-TZVPD",
  "e_tot_ev": -138749.42512,
  "elements": ["C", "C", "H", "N", "H", "C", "C", "O", "O", "S", "F", "F", "H", "N", "F", "H", "F", "F", "H", "H", "C", "O", "N", "N", "O", "H", "C", "H", "H", "N", "O", "O", "Br", "H", "N", "S", "C", "C", "F", "C", "H"],
  "xyz": [[-3.687, -5.454, -0.890], [-0.004, 1.161, 0.192], [1.961, 4.653, 0.982], [-2.470, -3.355, -1.717], [3.260, 0.564, 1.038], [-0.237, -0.241, 3.607], [-0.793, -2.057, -3.153], [3.770, 3.226, -1.260], [-1.318, -1.290, -0.724], [-2.054, -1.838, -1.846], [-0.224, -0.894, -3.490], [-4.032, -5.755, -2.148], [-1.205, -0.562, 3.192], [1.015, 1.639, 0.952], [-2.510, -6.054, -0.660], [-0.280, 0.672, 4.219], [-1.316, -2.581, -4.264], [-4.585, -6.023, -0.085], [0.126, -1.074, 4.240], [3.158, -0.085, 2.714], [0.647, 2.918, -0.820], [1.033, -1.144, 1.853], [1.500, 1.129, 2.144], [-0.275, 1.901, -0.921], [-3.030, -0.953, -2.429], [-0.672, 0.282, 0.324], [2.434, 3.691, 0.694], [-0.147, 4.451, -1.917], [3.536, 1.618, 2.528], [1.402, 2.751, 0.302], [-3.178, -3.498, 0.751], [-4.911, -3.160, -0.932], [4.115, 5.848, -0.685], [1.484, 4.093, -2.309], [0.679, 3.905, -1.731], [-3.590, -3.646, -0.625], [2.958, 0.792, 2.074], [3.417, 4.019, -0.459], [0.191, -2.880, -2.764], [0.801, -0.147, 2.461], [3.036, 3.378, 1.560]],
  "forces_ev_per_a": [[0.31, -1.05, -0.53], [-1.43, -0.24, -1.20], [0.13, -0.57, -0.10], [-0.14, 0.86, 0.50], [0.03, 0.07, 0.46], [1.07, 0.49, -0.02], [0.64, -0.71, -0.73], [-0.32, -0.23, 0.24], [0.14, -0.16, 0.15], [-0.29, 0.61, -0.47], [-0.19, 0.24, 0.29], [-0.08, 0.27, 0.00], [0.35, 0.33, 0.09], [-2.40, -1.45, -2.22], [0.06, 0.23, 0.14], [-0.26, -0.31, -0.35], [-0.24, 0.12, 0.12], [-0.09, 0.38, 0.19], [-0.24, 0.41, -0.31], [-0.24, 0.37, -0.44], [-2.33, -2.98, -0.16], [0.73, 0.46, -0.42], [1.22, 0.03, 0.85], [2.42, 1.04, 2.57], [0.25, -0.37, 0.17], [0.99, 0.22, 0.42], [0.27, 1.85, 0.52], [-0.13, -0.43, -0.08], [-0.21, -0.35, -0.50], [1.52, 1.95, -0.57], [0.31, 0.00, -0.50], [0.54, -0.08, -0.27], [-0.55, -0.53, 0.68], [-0.03, -0.07, 0.22], [1.12, 1.31, 0.10], [-1.03, -0.20, 0.93], [0.38, 0.27, 0.21], [0.31, -0.34, -0.60], [-0.04, 0.10, 0.26], [-2.15, -1.36, 0.76], [-0.38, -0.19, -0.39]]
}

***

{
  "formula": "C13H11NO2S",
  "method": "ωB97M-V/def2-TZVPD",
  "de_lowest_kcal_mol": 146.6,
  "elements": ["N", "C", "C", "H", "H", "C", "H", "S", "C", "C", "C", "H", "O", "C", "C", "C", "C", "O", "H", "H", "H", "H", "H", "C", "H", "C", "C", "H"],
  "xyz": [[-1.629, 0.002, 3.800], [-0.578, -1.545, -2.380], [1.677, -0.006, 1.168], [-0.282, -2.131, 3.048], [-2.673, -1.173, -2.480], [-0.584, 1.544, -2.388], [-0.409, 2.143, 2.874], [2.761, -0.018, -0.099], [-1.690, 0.688, -2.451], [1.227, -1.234, 1.762], [0.151, -1.222, 2.628], [1.431, -2.107, -2.294], [-2.100, -1.100, 4.189], [0.763, 1.247, -2.260], [1.390, -0.005, -2.206], [0.761, -1.249, -2.263], [1.154, 1.235, 1.663], [-2.164, 1.101, 4.100], [2.463, -0.001, -2.462], [1.586, 2.166, 1.291], [-0.827, -2.602, -2.497], [-0.831, 2.610, -2.511], [-2.679, 1.173, -2.496], [0.077, 1.231, 2.530], [1.714, -2.163, 1.465], [-1.687, -0.694, -2.439], [-0.457, 0.003, 2.989], [1.434, 2.109, -2.279]],
  "forces_ev_per_a": [[-2.42, -0.02, 1.77], [0.87, -0.64, 0.05], [-1.39, 0.01, 1.86], [0.26, 0.22, -0.18], [0.45, 0.15, -0.07], [1.19, 0.75, 0.04], [0.26, -0.19, -0.15], [1.07, -0.02, -1.49], [-0.99, -1.13, 0.21], [-0.22, 0.93, -0.35], [-0.50, 0.35, 0.43], [-0.11, 0.19, 0.07], [1.04, 2.11, -0.85], [-1.18, 1.26, -0.40], [2.08, 0.29, 0.46], [-0.92, -1.33, -0.41], [-0.20, -0.90, -0.25], [1.16, -2.10, -0.68], [-0.89, -0.02, -0.06], [-0.20, -0.29, 0.10], [0.21, 0.22, 0.17], [0.25, -0.49, 0.21], [0.58, -0.27, -0.07], [-0.48, -0.44, 0.45], [-0.22, 0.27, 0.06], [-0.94, 1.32, 0.12], [1.41, 0.06, -1.10], [-0.15, -0.28, 0.05]]
}